Record 1
{
  "formula": "C19H19N3O3",
  "method": "wB97M-V/def2-TZVPD",
  "spin_multiplicity": 1,
  "smiles": "Cc1ccc([C@H]2C[C@@H]2COc2nc(C)ncc2C2=CC(=O)OC2)nc1",
  "relative_energy_kj_mol": 538.9,
  "orbital_gap_ha": 0.308,
  "e_tot_ev": -30620.762,
  "homo_energy_ev": -8.7,
  "symbols": ["C", "C", "C", "C", "C", "C", "C", "C", "C", "O", "C", "N", "C", "C", "N", "C", "C", "C", "C", "C", "O", "O", "C", "N", "C", "H", "H", "H", "H", "H", "H", "H", "H", "H", "H", "H", "H", "H", "H", "H", "H", "H", "H", "H"],
  "xyz": [[-4.0392, 1.0539, 1.8175], [-2.9265, 1.2935, 0.8476], [-2.8359, 0.5022, -0.2799], [-1.7359, 0.8137, -1.1960], [-0.9399, 1.9483, -0.9630], [0.2239, 2.0685, -1.8532], [1.1940, 3.2419, -1.7498], [1.5073, 1.8844, -0.9612], [2.5257, 0.8873, -1.3781], [2.0886, -0.4643, -1.1867], [2.0265, -0.9703, 0.0951], [2.7544, -0.4014, 1.0824], [2.6070, -0.8809, 2.3212], [3.0283, 0.0228, 3.4958], [1.7524, -1.9001, 2.6908], [1.0118, -2.4533, 1.6235], [1.0391, -1.9409, 0.2991], [0.1688, -2.5051, -0.7598], [-1.0876, -2.9838, -0.4965], [-1.7330, -3.2344, -1.7965], [-2.8946, -3.7377, -1.9469], [-0.7475, -3.3082, -2.7194], [0.4362, -2.7271, -2.1428], [-1.0413, 2.7559, 0.1747], [-2.0472, 2.3869, 0.9847], [-4.5627, 0.0332, 1.6467], [-4.7920, 1.8735, 1.8092], [-3.6516, 1.0661, 2.8882], [-3.5089, -0.3579, -0.6429], [-1.5785, 0.2160, -2.1148], [0.1511, 1.6018, -2.8231], [0.8963, 4.1344, -1.2236], [1.6209, 3.5314, -2.7513], [1.4329, 1.8791, 0.1681], [2.5988, 1.0221, -2.4983], [3.4237, 1.1517, -0.8441], [3.0050, 1.0470, 3.1113], [2.3365, -0.1747, 4.3721], [4.1143, -0.1801, 3.7865], [0.3050, -3.1989, 1.8088], [-1.6266, -3.1363, 0.4216], [0.4629, -1.7953, -2.5668], [1.3939, -3.1266, -2.3941], [-2.3563, 3.0617, 1.8436]],
  "forces_ev_per_a": [[-0.751, -0.738, 1.704], [-0.536, -0.481, -0.769], [1.982, -0.508, -2.777], [-1.806, 0.430, 1.207], [-0.690, -0.723, 1.195], [1.375, 1.230, 2.162], [0.026, -1.530, -0.671], [-0.918, 1.389, -0.632], [-0.123, 1.202, -2.000], [0.235, -0.455, 1.274], [0.121, 1.525, -0.152], [-0.523, -0.956, -1.059], [-2.678, -0.103, 1.119], [1.156, -1.162, 0.012], [-0.387, -0.436, -3.278], [2.372, 3.255, 0.447], [1.094, -1.195, 1.027], [-2.006, -0.943, 3.815], [0.877, 1.405, -0.916], [-3.245, -4.894, 0.946], [4.046, 2.748, -0.140], [0.148, 0.221, -0.291], [-0.610, 0.200, -1.190], [-1.508, -1.753, -1.275], [-0.391, 0.923, 0.601], [0.875, 1.832, 0.222], [0.313, -0.605, -0.239], [-0.398, -0.206, -1.237], [0.881, 1.435, 1.272], [-0.151, 0.435, 0.692], [0.156, -0.361, 0.089], [-0.066, -0.227, 0.563], [0.167, -0.785, 1.295], [-0.647, 0.502, -1.521], [0.568, -0.555, 1.181], [0.685, -0.600, -0.109], [-0.176, -0.119, 0.372], [0.983, 0.387, -1.146], [-1.440, 0.189, -0.189], [-0.759, -1.226, 0.809], [-0.010, 0.464, 0.146], [0.400, 2.676, -1.433], [0.280, -1.266, -0.195], [1.079, -0.623, -0.933]]
}

Record 2
{
  "formula": "C24H56ClN8O12",
  "method": "wB97M-V/def2-TZVPD",
  "charge": -1,
  "spin_multiplicity": 1,
  "relative_energy_kj_mol": 55.0,
  "orbital_gap_ha": 0.351,
  "e_tot_ev": -74808.740,
  "homo_energy_ev": -7.2,
  "symbols": ["Cl", "O", "O", "O", "O", "C", "C", "O", "N", "C", "H", "H", "H", "H", "H", "H", "H", "C", "C", "O", "N", "C", "H", "H", "H", "H", "H", "H", "H", "C", "C", "O", "N", "C", "H", "H", "H", "H", "H", "H", "H", "C", "C", "O", "N", "C", "H", "H", "H", "H", "H", "H", "H", "C", "C", "O", "N", "C", "H", "H", "H", "H", "H", "H", "H", "C", "C", "O", "N", "C", "H", "H", "H", "H", "H", "H", "H", "C", "C", "O", "N", "C", "H", "H", "H", "H", "H", "H", "H", "C", "C", "O", "N", "C", "H", "H", "H", "H", "H", "H", "H"],
  "xyz": [[-0.3120, -0.8545, -0.7087], [0.9756, -1.4997, -0.6212], [-0.8473, -0.9550, -2.0209], [-1.2294, -1.5698, 0.1690], [-0.1363, 0.4973, -0.3135], [3.2050, -0.3252, -5.0580], [2.0217, -0.3518, -4.0727], [1.6826, 0.6831, -3.5560], [1.4083, -1.5415, -3.8520], [1.6120, -2.8586, -4.4858], [2.8755, 0.1508, -5.9477], [3.6882, -1.2468, -5.1639], [3.8834, 0.4148, -4.5732], [0.6683, -1.4930, -3.1601], [2.5617, -3.3401, -4.2066], [1.6396, -2.7426, -5.5881], [0.7617, -3.5435, -4.2716], [-1.6818, -3.9075, -3.3334], [-0.7303, -4.8260, -2.6135], [-0.4411, -5.9480, -2.9636], [-0.3318, -4.4040, -1.3994], [0.4290, -5.3641, -0.6206], [-2.6938, -3.9638, -2.8163], [-1.8208, -4.2373, -4.3400], [-1.4383, -2.8885, -3.2199], [-0.5996, -3.4901, -1.1102], [1.2598, -5.7063, -1.1613], [-0.1831, -6.1817, -0.3455], [0.7993, -4.7914, 0.2375], [-2.8992, 1.7941, -1.5644], [-2.4057, 2.5894, -2.7331], [-2.9771, 3.5312, -3.2026], [-1.2478, 2.0751, -3.2030], [-0.5535, 2.7288, -4.3379], [-2.5361, 0.7514, -1.5959], [-3.9426, 1.7522, -1.6239], [-2.4508, 2.1602, -0.6885], [-0.8015, 1.3298, -2.7453], [-0.1069, 3.7624, -4.1800], [-1.3203, 2.7809, -5.1611], [0.2640, 2.0989, -4.5473], [-1.7648, -0.2010, 5.7367], [-1.7681, 1.1428, 5.0390], [-2.7058, 1.9067, 5.2655], [-0.8339, 1.3975, 4.1435], [-0.7762, 2.6029, 3.2723], [-1.7960, -0.0277, 6.8286], [-0.8969, -0.7526, 5.4537], [-2.6513, -0.7492, 5.4461], [-0.1817, 0.6518, 3.9899], [0.2591, 2.9747, 3.0542], [-1.3687, 3.4094, 3.6884], [-1.2674, 2.4232, 2.2516], [-6.0646, -0.8661, 5.8676], [-6.0665, -0.0989, 4.5552], [-6.8768, -0.4078, 3.6940], [-5.1877, 0.8654, 4.4606], [-4.9683, 1.5499, 3.2122], [-7.0498, -1.2560, 6.1376], [-5.5838, -0.2291, 6.5968], [-5.3991, -1.6578, 5.6624], [-4.5758, 1.0815, 5.2394], [-4.1163, 2.1653, 3.2481], [-5.9325, 2.0514, 2.9765], [-4.8748, 0.7365, 2.4523], [4.4521, -2.5054, -1.3473], [4.7377, -1.0092, -1.7681], [5.8761, -0.6872, -2.2056], [3.7353, -0.1557, -1.4901], [3.8924, 1.2389, -1.6982], [4.9545, -3.1370, -2.0991], [3.3602, -2.7828, -1.3714], [4.8436, -2.7679, -0.3238], [2.9006, -0.4447, -1.0519], [2.8994, 1.7470, -1.7827], [4.3773, 1.3076, -2.6524], [4.5555, 1.7385, -0.9347], [-0.3574, -2.7480, 3.0445], [0.6307, -1.6340, 3.2269], [0.6375, -0.8786, 4.1707], [1.4938, -1.4014, 2.2172], [2.4209, -0.2735, 2.1650], [-0.1928, -3.4415, 3.8988], [-0.3555, -3.3077, 2.1355], [-1.3625, -2.3146, 3.0942], [1.4682, -1.9135, 1.3679], [2.8790, -0.2523, 1.2123], [3.2433, -0.4608, 2.8891], [1.9660, 0.7084, 2.3722], [3.4903, 5.6848, -0.3068], [2.4714, 4.6196, 0.0408], [2.5809, 3.8958, 1.0235], [1.4556, 4.5160, -0.8534], [0.4173, 3.6086, -0.5484], [4.4872, 5.3634, -0.2443], [3.3658, 6.5209, 0.4574], [3.2802, 6.0074, -1.3570], [1.3280, 5.2311, -1.5505], [0.0429, 3.1827, -1.4710], [-0.4027, 4.1076, 0.0304], [0.8260, 2.8552, 0.1385]],
  "forces_ev_per_a": [[-0.564, -0.898, 2.411], [0.773, -0.597, -0.566], [-0.115, 0.144, -1.657], [0.471, 0.463, -0.138], [-0.316, 0.855, 0.066], [-0.463, 1.811, 2.399], [1.024, -1.562, -1.583], [-0.824, 0.939, 0.809], [-0.369, -0.598, 0.277], [0.086, 0.465, -0.758], [-0.267, 0.035, -1.086], [0.677, -1.313, -0.519], [-0.176, -0.687, -0.455], [0.055, 0.058, -0.112], [-0.334, 0.125, 0.203], [-0.044, -0.053, 0.486], [0.704, 0.677, 0.086], [-1.623, -1.011, 1.070], [-0.941, 0.404, 0.979], [0.212, -0.959, -1.238], [0.236, -0.543, -0.810], [-0.295, 2.579, 1.011], [1.122, -0.248, -0.540], [0.045, 0.023, -0.681], [0.560, 1.234, -0.233], [0.081, 0.401, 0.697], [1.108, -0.553, -0.854], [-0.557, -0.899, 0.473], [-0.089, -0.471, 0.158], [0.909, -1.527, -1.047], [1.012, -2.172, 0.792], [-0.713, 1.577, -0.781], [0.423, 2.525, -1.789], [-1.569, 0.676, 0.202], [-0.178, 0.436, -0.279], [-1.610, 0.308, 0.579], [-0.005, 0.857, 1.475], [0.587, -0.989, 0.557], [-0.912, -1.030, 0.315], [1.089, 0.120, 0.543], [0.828, -0.740, -0.687], [0.269, 0.654, 0.563], [-1.641, -0.098, 0.393], [-0.220, 0.697, 0.279], [0.916, 1.289, -1.257], [-0.449, -0.484, -1.227], [-0.014, -0.093, -0.537], [0.423, -0.527, 0.162], [-0.318, -0.020, -0.080], [0.507, -0.127, -0.147], [-0.789, -0.645, 0.520], [0.085, -0.009, 0.455], [0.720, -0.159, 1.297], [-0.032, 1.121, -0.428], [-2.034, -1.316, 0.964], [-0.007, 0.066, -0.823], [1.539, 1.112, 0.513], [-2.315, -1.755, -0.944], [0.278, 0.326, -0.044], [-0.210, -0.094, 0.725], [0.732, -1.345, 0.082], [0.113, 0.020, -0.286], [0.809, 0.796, 0.135], [0.876, 0.214, -0.190], [0.191, 0.845, 0.165], [-0.451, 0.127, -0.367], [1.839, -1.197, 0.779], [-2.767, -0.406, 0.640], [1.050, -0.143, -0.130], [-0.047, 1.641, 0.237], [-0.054, 0.199, 0.452], [0.928, 0.536, 0.064], [-0.215, 0.562, -1.063], [-0.920, -0.847, 0.275], [0.906, -0.524, 0.285], [0.376, 0.621, -0.488], [-0.718, -0.500, -0.584], [-0.363, -0.297, 1.519], [0.743, 0.073, -2.690], [0.128, 0.268, 1.750], [0.350, 0.318, 0.023], [0.106, -0.290, 1.875], [-0.404, 0.358, -0.468], [0.566, -0.144, -0.731], [0.176, -0.046, 0.308], [-0.501, -0.547, -0.497], [0.245, 0.036, -1.093], [-0.488, 0.387, -0.218], [0.000, -0.496, -0.039], [-1.907, 1.577, 0.002], [0.816, -0.067, 0.021], [-0.071, 0.350, -0.282], [0.932, 0.533, 0.497], [-1.429, -0.363, 0.872], [1.243, -0.751, 0.178], [0.111, -0.819, -1.199], [0.364, 0.245, 0.949], [0.062, -0.138, 0.072], [-0.232, -0.272, 0.135], [0.351, -0.331, -0.574], [-0.192, 0.020, -0.573]]
}

Record 3
{
  "formula": "C5H8O",
  "method": "wB97M-V/def2-TZVPD",
  "spin_multiplicity": 1,
  "relative_energy_kj_mol": 176.3,
  "orbital_gap_ha": 0.343,
  "e_tot_ev": -7360.428,
  "homo_energy_ev": -8.2,
  "symbols": ["C", "C", "C", "C", "C", "O", "H", "H", "H", "H", "H", "H", "H", "H"],
  "xyz": [[1.7420, -1.2293, 0.8573], [0.3794, -1.2557, 0.2184], [-0.1702, -0.1508, -0.2734], [-1.5554, 0.4441, -0.4044], [-0.7808, 1.7048, -0.8176], [0.4763, 1.0362, -0.5783], [2.2327, -0.2810, 0.6260], [1.5853, -1.2597, 1.9434], [-0.2783, -2.1092, 0.3630], [2.4326, -2.0466, 0.6186], [-2.0076, 0.5298, 0.5882], [-2.2897, 0.0351, -1.1014], [-0.8831, 1.9996, -1.8670], [-0.8830, 2.5826, -0.1729]],
  "forces_ev_per_a": [[0.125, 0.023, -0.008], [-0.143, 0.212, 0.073], [0.010, -0.368, 0.224], [-0.135, -0.024, 0.007], [-0.210, 0.290, -0.097], [0.158, 0.009, 0.118], [0.042, -0.147, 0.027], [0.144, -0.009, -0.097], [0.083, 0.142, 0.109], [-0.299, 0.077, -0.189], [-0.056, -0.005, -0.213], [0.266, 0.002, -0.005], [0.074, -0.062, 0.134], [-0.059, -0.141, -0.083]]
}